Entry 1:
ORCA calculation (wB97M-V/def2-TZVPD) on a cluster of 10 separate species, C22H34Cl8F4N2O16 in total.

## Properties
SMILES: O=C1OC[C@@H](F)O1.O=C1OC[C@@H](F)O1.O=C1OC[C@@H](F)O1.O=C1OC[C@@H](F)O1.C[N+](=O)[O-].C[N+](=O)[O-].ClCCCl.ClCCCl.ClCCCl.ClCCCl

ORCA input file:
```
! RIJCOSX wB97M-V def2-TZVPD def2/J DEFGRID3
* xyz 0 1
O 4.64 -2.44 3.05
C 4.69 -2.11 1.86
O 3.86 -1.22 1.22
C 4.25 -1.06 -0.13
C 5.64 -1.64 -0.13
F 6.46 -0.60 0.01
O 5.72 -2.45 1.04
H 3.55 -1.64 -0.73
H 4.04 -0.01 -0.31
H 5.81 -2.09 -1.11
O -0.89 4.97 -3.36
C -0.18 4.13 -3.90
O -0.35 2.84 -3.65
C 0.73 2.12 -4.22
C 1.79 3.12 -4.23
F 2.69 2.91 -5.19
O 1.00 4.25 -4.43
H 1.06 1.34 -3.53
H 0.48 1.57 -5.13
H 2.31 3.16 -3.27
O -3.14 -4.48 -0.28
C -3.66 -3.55 0.28
O -4.88 -3.57 0.87
C -5.04 -2.30 1.58
C -4.07 -1.38 0.69
F -3.70 -0.35 1.41
O -3.06 -2.27 0.39
H -6.08 -2.02 1.43
H -4.69 -2.40 2.61
H -4.57 -1.16 -0.25
O -4.92 1.14 5.36
C -3.84 1.34 4.84
O -3.31 0.34 4.07
C -2.01 0.78 3.84
C -1.97 2.31 3.97
F -2.16 3.11 2.86
O -3.20 2.43 4.72
H -1.50 0.23 4.63
H -1.63 0.39 2.89
H -1.04 2.61 4.45
C 0.09 0.47 0.76
N 0.93 -0.03 -0.40
O 1.80 0.77 -0.75
O 0.73 -1.12 -0.83
H -0.53 -0.33 1.19
H -0.52 1.17 0.19
H 0.65 1.02 1.52
C -3.22 3.77 -1.29
N -3.40 2.25 -1.28
O -4.42 1.68 -1.59
O -2.51 1.66 -0.71
H -3.67 4.26 -2.15
H -2.14 3.95 -1.32
H -3.64 4.25 -0.41
Cl 0.61 -2.71 2.62
C 1.37 -3.05 4.16
C 1.28 -1.96 5.27
Cl 1.18 -0.34 4.58
H 2.41 -3.21 3.89
H 1.04 -4.03 4.50
H 2.13 -2.01 5.96
H 0.35 -2.24 5.77
Cl 2.99 5.38 -1.56
C 2.10 6.19 -0.18
C 1.55 5.01 0.69
Cl 0.35 3.85 0.02
H 1.15 6.63 -0.48
H 2.78 6.85 0.35
H 0.85 5.40 1.43
H 2.42 4.52 1.11
Cl -2.71 -0.50 -4.65
C -1.45 -1.72 -4.19
C -0.79 -2.32 -5.42
Cl 0.28 -1.05 -6.09
H -1.92 -2.48 -3.56
H -0.78 -1.17 -3.54
H -1.58 -2.75 -6.04
H -0.15 -3.11 -5.03
Cl 2.93 -5.51 0.94
C 2.42 -5.52 -0.75
C 1.46 -4.35 -0.99
Cl 1.07 -4.15 -2.72
H 1.87 -6.41 -1.04
H 3.37 -5.52 -1.29
H 1.81 -3.39 -0.60
H 0.60 -4.41 -0.33
*
```

Here are the Mulliken charges for atoms 1 to 4, given in e: -0.58 0.55 -0.15 -0.22

Entry 2:
ORCA calculation (wB97M-V/def2-TZVPD) on a cluster of 4 separate species, C2H12O3S2 in total.

## Properties
Relative energy (zero: lowest compared OMol25 entry of this formula, charge and spin) in kJ/mol: 29.9
SMILES: CSSC.O.O.O

ORCA input file:
```
! RIJCOSX wB97M-V def2-TZVPD def2/J DEFGRID3
* xyz 0 1
C -1.38 0.05 1.12
S -0.99 1.16 -0.31
S 1.03 1.39 -0.11
C 1.18 2.86 0.93
H -1.72 -0.89 0.68
H -0.44 -0.16 1.63
H -2.19 0.39 1.77
H 1.22 3.76 0.32
H 0.23 2.96 1.46
H 1.96 2.83 1.68
O 1.50 -2.15 1.62
H 1.12 -2.60 0.84
H 2.45 -2.16 1.44
O 0.03 -3.12 -0.41
H -0.29 -4.02 -0.34
H -0.57 -2.66 -1.02
O -1.41 -1.50 -2.33
H -2.22 -1.33 -2.83
H -1.19 -0.63 -1.94
*
```

Here are the Mulliken charges for atoms 1 to 4, given in e: -0.64 -0.21 -0.01 -0.79

Entry 3:
ORCA calculation (wB97M-V/def2-TZVPD) on a structure of composition C3H2FKO2.

## Properties
Relative energy (zero: lowest compared OMol25 entry of this formula, charge and spin) in kJ/mol: 102.6

ORCA input file:
```
! RIJCOSX wB97M-V def2-TZVPD def2/J DEFGRID3
* xyz 0 1
F 2.49 0.57 -0.07
O 0.29 1.11 -0.25
O -0.65 -0.96 -0.25
C 1.24 0.15 -0.21
C 0.72 -1.08 -0.06
C -0.93 0.40 0.21
H 1.18 -2.06 -0.11
K -3.62 1.60 -0.58
H -0.71 0.27 1.32
*
```

Here are the Mulliken charges for atoms 1 to 4, given in e: -0.27 -0.36 -0.35 0.43

Entry 4:
ORCA calculation (wB97M-V/def2-TZVPD) on the molecule C3H3IN2O2.

## Properties
Relative energy (zero: lowest compared OMol25 entry of this formula, charge and spin) in kJ/mol: 585.7

ORCA input file:
```
! RIJCOSX wB97M-V def2-TZVPD def2/J DEFGRID3
* xyz 0 1
C 3.16 0.26 -3.29
C 0.90 0.79 -1.82
C -0.02 0.11 0.20
N 2.06 -0.97 -0.52
N 1.04 -0.03 -0.79
O 0.11 1.58 -2.18
O 2.27 0.85 -2.69
I 3.03 -1.85 -2.14
H -0.33 1.11 0.17
H -0.86 -0.42 -0.15
H 0.29 -0.42 1.06
*
```

Here are the Mulliken charges for atoms 1 to 4, given in e: 0.12 0.68 -0.94 -0.89

Entry 5:
ORCA calculation (wB97M-V/def2-TZVPD) on a structure of composition C23H20BBr30F3O6.

ORCA input file:
```
! RIJCOSX wB97M-V def2-TZVPD def2/J DEFGRID3
* xyz 0 1
O 0.69 -4.41 -1.49
C 1.61 -3.63 -1.54
C 2.79 -3.76 -2.56
C 4.04 -3.31 -2.26
O 5.09 -3.42 -3.15
C 4.24 -2.72 -0.82
O 5.24 -3.04 -0.23
C 3.06 -1.88 -0.29
C 3.25 -0.67 0.49
B 4.64 0.00 0.89
O 5.93 -0.48 0.63
O 4.55 1.27 1.56
C 2.02 -0.01 0.96
C 0.67 -0.51 0.66
C -0.57 0.25 1.25
C -0.65 1.63 0.44
O -0.72 2.77 1.27
C -1.80 1.57 -0.64
F -1.86 2.84 -1.20
F -2.99 1.21 -0.11
F -1.40 0.69 -1.62
C 0.50 -1.69 -0.17
C 1.70 -2.36 -0.63
H 2.63 -4.19 -3.58
H 4.76 -3.04 -3.99
H 6.38 0.21 0.10
H 4.93 1.94 0.96
H 2.10 0.90 1.60
H -0.45 0.45 2.36
H -1.51 -0.36 1.10
H 0.30 1.74 -0.15
H -1.03 2.53 2.16
H -0.48 -2.13 -0.48
C 2.29 -0.46 5.18
Br 1.06 -1.33 6.39
Br 1.87 -0.88 3.34
Br 2.37 1.44 5.49
H 3.28 -0.86 5.39
C -3.17 -1.27 3.99
Br -2.48 -3.03 3.59
Br -1.75 0.01 4.29
Br -4.42 -0.66 2.64
H -3.73 -1.35 4.92
C 4.42 -4.48 4.63
Br 3.62 -6.04 3.83
Br 4.49 -2.99 3.39
Br 3.56 -3.99 6.29
H 5.45 -4.74 4.87
C 6.88 -3.64 -6.43
Br 5.59 -2.23 -6.10
Br 8.04 -3.92 -4.91
Br 6.02 -5.28 -6.99
H 7.51 -3.31 -7.25
C -4.31 4.53 -3.43
Br -3.12 4.32 -4.94
Br -4.90 6.36 -3.23
Br -5.81 3.31 -3.51
H -3.75 4.28 -2.53
C -5.72 3.06 3.39
Br -3.90 2.86 2.78
Br -5.86 4.34 4.83
Br -6.92 3.49 1.93
H -6.04 2.10 3.78
C -11.04 4.38 3.05
Br -12.92 4.60 3.42
Br -9.94 5.37 4.30
Br -10.53 2.52 2.97
H -10.85 4.80 2.07
C 0.70 5.33 4.85
Br 0.13 6.68 3.58
Br -0.16 3.63 4.52
Br 2.62 5.16 4.90
H 0.38 5.67 5.83
C 2.75 -2.23 -9.57
Br 4.54 -2.90 -9.83
Br 1.75 -3.33 -8.34
Br 2.74 -0.37 -9.04
H 2.25 -2.29 -10.53
C -4.16 -1.04 -3.97
Br -3.25 0.66 -4.08
Br -2.98 -2.44 -3.35
Br -5.77 -0.93 -2.91
H -4.46 -1.30 -4.98
*
```

Here are the Mulliken charges for atoms 1 to 4, given in e: -0.56 0.02 -0.59 0.18

Entry 6:
ORCA calculation (wB97M-V/def2-TZVPD) on a structure of composition C37H53BClIN8O2Sc.

ORCA input file:
```
! RIJCOSX wB97M-V def2-TZVPD def2/J DEFGRID3
* xyz 1 1
Sc -0.68 -0.72 0.81
C -2.94 -0.84 -3.85
C -2.20 -1.33 -2.59
C -3.16 -1.31 -1.40
C -0.96 -0.52 -2.35
C 0.00 -0.22 -3.31
C 0.98 0.53 -2.67
C 2.10 1.06 -3.52
C 3.28 1.78 -2.89
C 1.47 1.99 -4.58
N 0.62 0.64 -1.37
N -0.58 0.01 -1.18
B 1.24 1.48 -0.18
N 1.90 0.61 0.97
N 1.09 -0.14 1.76
C 1.83 -0.70 2.73
C 3.14 -0.28 2.58
C 3.16 0.54 1.46
C 4.50 1.02 0.97
C 4.61 2.47 0.51
C 5.01 0.01 -0.07
C 1.32 -1.69 3.73
C -0.20 -1.61 3.87
C 1.77 -3.09 3.30
N 0.05 2.26 0.43
N -0.96 1.60 1.07
C -1.85 2.54 1.45
C -1.42 3.79 1.04
C -0.21 3.59 0.39
C 0.52 4.72 -0.27
C 0.48 4.62 -1.79
C 1.94 4.94 0.26
C -3.12 2.32 2.21
C -3.01 2.90 3.62
C -3.47 0.84 2.25
H -3.85 -1.42 -4.00
H -2.33 -0.95 -4.74
H -3.21 0.21 -3.75
H -1.89 -2.37 -2.77
H -3.48 -0.29 -1.19
H -2.67 -1.75 -0.52
H -4.03 -1.91 -1.66
H 0.00 -0.51 -4.34
H 2.50 0.19 -4.05
H 2.99 2.76 -2.52
H 4.04 1.93 -3.65
H 3.72 1.19 -2.09
H 1.00 2.84 -4.10
H 0.73 1.47 -5.18
H 2.25 2.35 -5.25
H 2.03 2.22 -0.60
H 3.98 -0.54 3.20
H 5.16 0.94 1.84
H 4.15 2.64 -0.46
H 5.66 2.74 0.44
H 4.14 3.13 1.25
H 4.23 -0.23 -0.79
H 5.29 -0.92 0.42
H 5.88 0.41 -0.59
H 1.79 -1.46 4.70
H -0.68 -2.05 2.98
H -0.51 -0.57 4.01
H -0.51 -2.19 4.74
H 1.40 -3.31 2.30
H 1.40 -3.84 3.99
H 2.86 -3.16 3.28
H -1.91 4.73 1.19
H -0.06 5.61 0.01
H 0.96 3.71 -2.13
H 0.98 5.47 -2.23
H -0.55 4.61 -2.15
H 2.64 4.27 -0.22
H 1.97 4.78 1.33
H 2.25 5.96 0.05
H -3.92 2.86 1.68
H -2.26 2.37 4.20
H -3.97 2.82 4.13
H -2.73 3.95 3.58
H -2.69 0.31 2.79
H -3.55 0.45 1.23
H -4.42 0.68 2.76
I -5.90 -2.31 5.53
C -4.94 -2.23 3.68
C -5.52 -2.29 2.43
N -4.51 -2.16 1.55
N -3.32 -2.01 2.14
C -3.57 -2.06 3.44
H -6.54 -2.41 2.14
H -4.57 -2.18 0.54
H -2.80 -1.97 4.18
Cl 0.19 -7.16 -4.36
C 0.12 -5.94 -3.15
C 0.81 -4.75 -3.35
C 0.76 -3.77 -2.37
C 0.02 -3.97 -1.21
C -0.69 -5.16 -1.04
C -0.63 -6.15 -2.00
C -0.03 -2.86 -0.23
O 0.87 -1.99 -0.21
O -1.03 -2.71 0.55
H 1.38 -4.60 -4.25
H 1.29 -2.84 -2.49
H -1.27 -5.32 -0.14
H -1.16 -7.08 -1.87
*
```

Here are the Mulliken charges for atoms 1 to 4, given in e: -0.43 -1.64 0.74 -1.55

Q: Which strongest force on any atom values were calculated for the entries above? A: 0.1379 0.0277 0.0294 0.0625 0.0535 0.0202, in hartree/bohr.
Q: Which calculated total energy values were calculated for the entries above? A: -170147.7781 -30081.9199 -26276.9711 -18328.4478 -2146560.2090 -97246.9199, in eV.